Density functional theory data (ωB97M-V with the def2-TZVPD basis set) for a cluster of 9 separate species, C24H47NO16S4 in total at a distorted geometry.

```
! RIJCOSX wB97M-V def2-TZVPD def2/J DEFGRID3
* xyz 0 1
C 2.4515 -1.7444 -3.2838
C 2.3277 -3.1507 -3.8958
O 2.7711 -3.9858 -2.8433
C 3.2909 -3.3062 -1.8349
O 3.6823 -3.8209 -0.8382
O 3.1945 -1.9799 -2.0668
H 1.4908 -1.2976 -3.0364
H 3.0752 -1.0684 -3.8603
H 3.0064 -3.2816 -4.7369
H 1.2905 -3.3713 -4.1326
C -4.9811 1.7676 0.7611
C -4.2082 2.8793 0.0536
O -4.8604 3.0386 -1.2100
C -5.9321 2.2090 -1.2728
O -6.6965 2.1329 -2.1693
O -5.9769 1.3953 -0.1875
H -5.5331 2.2071 1.5910
H -4.3332 0.9602 1.0850
H -3.1325 2.7945 -0.0586
H -4.3971 3.8036 0.6056
C -2.6900 -3.3947 2.3858
C -1.5293 -2.5686 1.8974
O -2.1371 -1.4379 1.2595
C -3.3795 -1.8562 0.8579
O -4.1391 -1.2876 0.1481
O -3.6617 -3.0275 1.4244
H -3.0156 -3.1219 3.3933
H -2.5032 -4.4657 2.3820
H -0.8850 -3.0459 1.1513
H -0.8137 -2.2575 2.6622
C 0.9856 6.2001 -0.0156
C 0.8789 4.6521 0.2992
O 1.5904 4.5787 1.5275
C 1.7450 5.7849 2.0820
O 2.2058 5.9655 3.1722
O 1.3640 6.7349 1.2337
H 0.0055 6.5458 -0.3402
H 1.7197 6.5003 -0.7638
H 1.3860 4.0084 -0.4135
H -0.1741 4.4201 0.4294
C -0.4304 -0.1556 -1.1926
C 0.8689 0.6003 -0.8616
C 0.9911 1.1020 0.5772
C -0.1905 1.7495 1.1287
N -1.1853 2.2242 1.4482
H -0.4892 -1.0339 -0.5503
H -0.5862 -0.4569 -2.2243
H -1.2522 0.4841 -0.8621
H 1.0366 1.4641 -1.5082
H 1.7265 -0.0655 -0.9910
H 1.8223 1.8094 0.6427
H 1.3240 0.3482 1.2946
C 2.2195 4.0091 -4.5713
S 1.5760 2.3053 -4.8956
O 2.5163 1.3651 -4.1982
C 0.1328 2.4352 -3.7815
H 2.8593 4.2024 -5.4296
H 2.7919 3.7719 -3.6739
H 1.4890 4.8024 -4.4578
H 0.4613 2.7507 -2.7966
H -0.2850 1.4326 -3.8569
H -0.5910 3.1248 -4.2156
C -1.3676 0.5304 4.5961
S -0.3462 1.1527 5.9626
O -0.9530 0.7589 7.2743
C 1.0781 0.0433 5.7178
H -1.0907 0.9656 3.6391
H -2.3742 0.8902 4.8292
H -1.5102 -0.5524 4.5562
H 1.9504 0.2733 6.3259
H 1.4748 0.1013 4.6974
H 0.7468 -0.9838 5.8764
C 2.2161 -2.4533 1.6927
S 3.6904 -1.4894 1.2500
O 3.6035 -0.0595 1.7149
C 4.8287 -2.3039 2.3969
H 1.4048 -2.1336 1.0401
H 1.9695 -2.2545 2.7384
H 2.4396 -3.5042 1.5275
H 4.5173 -1.9784 3.3900
H 5.8301 -1.9313 2.1972
H 4.7907 -3.3795 2.2422
C -0.9477 -5.8696 -2.0726
S -0.4482 -4.1482 -1.8312
O -0.6368 -3.7446 -0.3953
C -1.8039 -3.3108 -2.7321
H -0.4882 -6.4558 -1.2757
H -0.5810 -6.2667 -3.0172
H -2.0258 -5.9863 -1.9680
H -1.7983 -3.5158 -3.8071
H -1.6252 -2.2449 -2.5965
H -2.8320 -3.5268 -2.4358
*
```

Calculated values
* Kohn-Sham gap: 8.609 eV

Atom charges from the Mulliken analysis, given in e for atoms 1 to 6:
1 C 0.577
2 C -0.352
3 O -0.371
4 C 0.688
5 O -0.557
6 O -0.292


Density functional theory data (ωB97M-V with the def2-TZVPD basis set) for a cluster of 6 separate species, C24H47NO19 in total at a distorted geometry.

```
! RIJCOSX wB97M-V def2-TZVPD def2/J DEFGRID3
* xyz 0 1
C 2.3811 -0.6588 -3.1148
C 1.1265 -0.6057 -2.0985
O 1.3679 -0.6829 -0.8889
O -0.1614 -0.5238 -2.6835
C -0.3122 0.6425 -3.5184
O -1.6398 0.6950 -4.1241
C -2.5314 0.4796 -3.0290
N -3.2655 -0.7498 -2.8373
O -2.6318 1.3948 -2.1808
H 1.9903 -1.1441 -4.0742
H 3.2800 -1.1836 -2.6727
H 2.5843 0.4429 -3.3822
H -0.1380 1.5624 -2.8536
H 0.4171 0.6855 -4.4002
H -4.0991 -0.5703 -2.2615
H -3.5235 -1.1757 -3.7380
C 3.4306 -1.7754 0.9816
C 4.8843 -2.0000 1.3539
O 5.3517 -0.9858 2.2540
C 4.9509 -1.1145 3.5263
O 4.2530 -1.9968 3.9689
O 5.4389 -0.0760 4.2246
C 4.9984 -0.0383 5.5815
H 3.2859 -0.7671 0.5901
H 3.1082 -2.4981 0.2301
H 2.7786 -1.8740 1.8520
H 5.5026 -1.9297 0.4563
H 5.0442 -2.9952 1.7788
H 5.2042 -0.9806 6.0927
H 3.9326 0.1961 5.6201
H 5.5471 0.7562 6.0881
C 1.2819 -1.9160 4.4244
C 0.6350 -1.2524 5.6249
O 0.3212 0.1203 5.3521
C -0.7625 0.3236 4.5893
O -1.4830 -0.5286 4.1335
O -0.8957 1.6474 4.3995
C -1.9597 1.9967 3.5154
H 2.1487 -1.3453 4.0924
H 1.5975 -2.9321 4.6679
H 0.5916 -1.9654 3.5789
H 1.3386 -1.2520 6.4603
H -0.2568 -1.7927 5.9544
H -2.9044 1.5537 3.8357
H -1.7147 1.6865 2.4978
H -2.0642 3.0820 3.5320
C 7.2178 -3.4546 5.0309
C 7.6942 -4.8361 4.6245
O 8.3755 -5.4891 5.7038
C 7.5869 -5.9872 6.6669
O 6.3826 -5.9418 6.6962
O 8.3749 -6.5290 7.6110
C 7.6610 -7.0094 8.7488
H 8.0485 -2.8624 5.4239
H 6.7788 -2.9316 4.1799
H 6.4665 -3.5100 5.8215
H 8.4158 -4.7443 3.8100
H 6.8711 -5.4557 4.2582
H 6.8705 -7.7035 8.4583
H 7.2483 -6.1694 9.3107
H 8.3687 -7.5397 9.3868
C -2.6251 4.2223 -3.3256
C -3.1745 3.6433 -4.6141
O -4.1824 4.4937 -5.1806
C -3.7318 5.5899 -5.8073
O -2.5781 5.9115 -5.9407
O -4.7964 6.2858 -6.2435
C -4.4595 7.5351 -6.8447
H -3.4355 4.4367 -2.6245
H -1.9267 3.5279 -2.8594
H -2.1028 5.1653 -3.5045
H -3.6569 2.6870 -4.4018
H -2.3809 3.4509 -5.3413
H -3.7263 7.4074 -7.6429
H -4.0855 8.2243 -6.0853
H -5.3695 7.9539 -7.2757
C -7.5230 3.6689 -4.8104
C -6.8660 2.8835 -5.9287
O -6.7961 1.4853 -5.6083
C -7.9437 0.8049 -5.7344
O -9.0027 1.2534 -6.0946
O -7.7155 -0.4685 -5.3655
C -8.8870 -1.2828 -5.3574
H -7.0179 3.4789 -3.8598
H -7.4928 4.7394 -5.0219
H -8.5670 3.3751 -4.6795
H -5.8379 3.2282 -6.0544
H -7.3766 3.0351 -6.8838
H -9.4049 -1.2438 -6.3173
H -9.5510 -0.9711 -4.5490
H -8.5765 -2.3121 -5.1744
*
```

Calculated values
* structure (SMILES): CC(=O)OCOC(N)=O.CCOC(=O)OC.CCOC(=O)OC.CCOC(=O)OC.CCOC(=O)OC.CCOC(=O)OC
* Kohn-Sham gap: 11.029 eV

Atom charges from the Mulliken analysis, given in e for atoms 1 to 6:
1 C -0.861
2 C 0.503
3 O -0.452
4 O -0.228
5 C -0.350
6 O -0.340